(1)
{"formula": "C6H14N3", "method": "ωB97M-V/def2-TZVPD", "symbols": ["C", "C", "C", "C", "C", "C", "N", "N", "N", "H", "H", "H", "H", "H", "H", "H", "H", "H", "H", "H", "H", "H", "H"], "coordinates": [[-0.585, -0.329, -2.376], [-0.663, 0.393, -1.301], [-0.717, 0.075, 2.596], [-1.449, 0.097, -3.527], [3.043, 0.207, 0.264], [0.659, -0.481, 0.632], [-1.870, -0.049, 3.258], [1.725, 0.317, 0.962], [-0.401, -0.682, 1.527], [-0.020, -1.149, -2.381], [-1.151, 1.220, -0.950], [-0.173, 0.863, 3.087], [-1.667, 1.112, -3.443], [-0.941, -0.332, -4.367], [-2.549, -0.432, -3.449], [3.192, -0.906, 0.108], [2.926, 0.600, -0.646], [3.655, 0.772, 0.977], [0.989, -1.284, 0.100], [-2.081, 0.651, 3.991], [-2.520, -0.552, 2.729], [1.596, 1.310, 1.015], [-0.997, -1.421, 1.193]], "nbo_charge": [-0.250, -0.168, 0.328, -0.629, -0.385, 0.176, -0.719, -0.617, -0.516, 0.205, 0.170, 0.233, 0.226, 0.234, 0.220, 0.204, 0.193, 0.229, 0.200, 0.444, 0.406, 0.379, 0.438], "homo_lumo_gap_ha": [0.2718, 0.2582], "de_lowest_kj_mol": 535.5, "charge": 1, "spin_multiplicity": 1}

=====

(2)
{"formula": "C6H14N3", "method": "ωB97M-V/def2-TZVPD", "symbols": ["C", "C", "C", "C", "C", "C", "N", "N", "N", "H", "H", "H", "H", "H", "H", "H", "H", "H", "H", "H", "H", "H", "H"], "coordinates": [[-0.349, -0.903, -1.910], [-0.734, 0.677, -1.926], [-0.429, -0.717, 0.461], [0.268, 0.604, 0.405], [-0.838, -1.261, 1.804], [1.769, 0.418, 0.696], [-0.690, -1.374, -0.622], [0.091, 1.282, -1.014], [-0.254, 1.593, 1.405], [-0.600, -1.668, -2.722], [0.786, -0.879, -1.973], [-0.696, 1.160, -2.969], [-1.709, 0.678, -1.568], [-1.648, -1.940, 1.600], [-1.054, -0.364, 2.417], [-0.188, -1.753, 2.411], [2.176, -0.417, 0.025], [2.080, 0.150, 1.640], [2.266, 1.390, 0.427], [-1.036, -2.285, -0.411], [1.007, 1.677, -1.498], [-0.556, 2.391, 0.888], [0.565, 1.958, 1.933]], "nbo_charge": [-0.290, -0.202, 0.493, 0.179, -0.705, -0.616, -0.435, -0.643, -0.823, 0.258, 0.217, 0.253, 0.192, 0.238, 0.302, 0.272, 0.221, 0.238, 0.246, 0.433, 0.403, 0.396, 0.373], "homo_lumo_gap_ha": 0.3253, "de_lowest_kj_mol": 169.1, "charge": 1, "spin_multiplicity": 1, "smiles": "CC1=[NH+]CCN[C@@]1(C)N"}

=====

Repeat the second record exactly.
{"formula": "C6H14N3", "method": "ωB97M-V/def2-TZVPD", "symbols": ["C", "C", "C", "C", "C", "C", "N", "N", "N", "H", "H", "H", "H", "H", "H", "H", "H", "H", "H", "H", "H", "H", "H"], "coordinates": [[-0.349, -0.903, -1.910], [-0.734, 0.677, -1.926], [-0.429, -0.717, 0.461], [0.268, 0.604, 0.405], [-0.838, -1.261, 1.804], [1.769, 0.418, 0.696], [-0.690, -1.374, -0.622], [0.091, 1.282, -1.014], [-0.254, 1.593, 1.405], [-0.600, -1.668, -2.722], [0.786, -0.879, -1.973], [-0.696, 1.160, -2.969], [-1.709, 0.678, -1.568], [-1.648, -1.940, 1.600], [-1.054, -0.364, 2.417], [-0.188, -1.753, 2.411], [2.176, -0.417, 0.025], [2.080, 0.150, 1.640], [2.266, 1.390, 0.427], [-1.036, -2.285, -0.411], [1.007, 1.677, -1.498], [-0.556, 2.391, 0.888], [0.565, 1.958, 1.933]], "nbo_charge": [-0.290, -0.202, 0.493, 0.179, -0.705, -0.616, -0.435, -0.643, -0.823, 0.258, 0.217, 0.253, 0.192, 0.238, 0.302, 0.272, 0.221, 0.238, 0.246, 0.433, 0.403, 0.396, 0.373], "homo_lumo_gap_ha": 0.3253, "de_lowest_kj_mol": 169.1, "charge": 1, "spin_multiplicity": 1, "smiles": "CC1=[NH+]CCN[C@@]1(C)N"}

=====

What did the first record say?
{"formula": "C6H14N3", "method": "ωB97M-V/def2-TZVPD", "symbols": ["C", "C", "C", "C", "C", "C", "N", "N", "N", "H", "H", "H", "H", "H", "H", "H", "H", "H", "H", "H", "H", "H", "H"], "coordinates": [[-0.585, -0.329, -2.376], [-0.663, 0.393, -1.301], [-0.717, 0.075, 2.596], [-1.449, 0.097, -3.527], [3.043, 0.207, 0.264], [0.659, -0.481, 0.632], [-1.870, -0.049, 3.258], [1.725, 0.317, 0.962], [-0.401, -0.682, 1.527], [-0.020, -1.149, -2.381], [-1.151, 1.220, -0.950], [-0.173, 0.863, 3.087], [-1.667, 1.112, -3.443], [-0.941, -0.332, -4.367], [-2.549, -0.432, -3.449], [3.192, -0.906, 0.108], [2.926, 0.600, -0.646], [3.655, 0.772, 0.977], [0.989, -1.284, 0.100], [-2.081, 0.651, 3.991], [-2.520, -0.552, 2.729], [1.596, 1.310, 1.015], [-0.997, -1.421, 1.193]], "nbo_charge": [-0.250, -0.168, 0.328, -0.629, -0.385, 0.176, -0.719, -0.617, -0.516, 0.205, 0.170, 0.233, 0.226, 0.234, 0.220, 0.204, 0.193, 0.229, 0.200, 0.444, 0.406, 0.379, 0.438], "homo_lumo_gap_ha": [0.2718, 0.2582], "de_lowest_kj_mol": 535.5, "charge": 1, "spin_multiplicity": 1}